{
  "formula": "C76H214N18O22",
  "method": "ωB97M-V with the def2-TZVPD basis set",
  "symbols": ["C", "C", "C", "O", "C", "N", "H", "H", "H", "H", "H", "H", "H", "H", "H", "H", "H", "C", "C", "C", "O", "C", "N", "H", "H", "H", "H", "H", "H", "H", "H", "H", "H", "H", "C", "C", "C", "O", "C", "N", "H", "H", "H", "H", "H", "H", "H", "H", "H", "H", "H", "C", "C", "C", "O", "C", "N", "H", "H", "H", "H", "H", "H", "H", "H", "H", "H", "H", "C", "C", "C", "O", "C", "N", "H", "H", "H", "H", "H", "H", "H", "H", "H", "H", "H", "C", "C", "C", "O", "C", "N", "H", "H", "H", "H", "H", "H", "H", "H", "H", "H", "H", "C", "C", "C", "O", "C", "N", "H", "H", "H", "H", "H", "H", "H", "H", "H", "H", "H", "C", "C", "C", "O", "C", "N", "H", "H", "H", "H", "H", "H", "H", "H", "H", "H", "H", "C", "C", "C", "O", "C", "N", "H", "H", "H", "H", "H", "H", "H", "H", "H", "H", "H", "C", "C", "C", "O", "C", "N", "H", "H", "H", "H", "H", "H", "H", "H", "H", "H", "H", "C", "C", "C", "O", "C", "N", "H", "H", "H", "H", "H", "H", "H", "H", "H", "H", "H", "C", "C", "C", "O", "C", "N", "H", "H", "H", "H", "H", "H", "H", "H", "H", "H", "H", "C", "C", "C", "O", "C", "N", "H", "H", "H", "H", "H", "H", "H", "H", "H", "H", "H", "C", "C", "C", "O", "C", "N", "H", "H", "H", "H", "H", "H", "H", "H", "H", "H", "H", "C", "C", "C", "O", "C", "N", "H", "H", "H", "H", "H", "H", "H", "H", "H", "H", "H", "C", "C", "C", "O", "C", "N", "H", "H", "H", "H", "H", "H", "H", "H", "H", "H", "H", "C", "C", "C", "O", "C", "N", "H", "H", "H", "H", "H", "H", "H", "H", "H", "H", "H", "C", "C", "C", "O", "C", "N", "H", "H", "H", "H", "H", "H", "H", "H", "H", "H", "H", "C", "O", "H", "H", "H", "H", "C", "O", "H", "H", "H", "H", "C", "O", "H", "H", "H", "H", "C", "O", "H", "H", "H", "H"],
  "positions_angstrom": [[17.642, 17.975, 21.451], [16.337, 17.292, 21.902], [16.463, 16.460, 23.170], [15.225, 15.877, 23.422], [15.114, 15.136, 24.585], [15.368, 18.315, 22.041], [17.483, 18.638, 20.600], [18.425, 17.307, 21.093], [18.090, 18.577, 22.241], [16.009, 16.634, 21.098], [16.878, 17.026, 24.003], [17.114, 15.607, 22.979], [15.606, 14.169, 24.481], [14.063, 14.886, 24.735], [15.381, 15.548, 25.558], [14.562, 17.767, 22.304], [15.156, 18.716, 21.138], [15.102, 23.591, 21.381], [16.326, 22.799, 21.041], [17.617, 23.090, 21.897], [18.877, 22.596, 21.360], [20.025, 23.282, 21.720], [15.995, 21.408, 21.167], [15.251, 24.636, 21.109], [14.934, 23.727, 22.449], [14.256, 23.168, 20.840], [16.453, 23.001, 19.978], [17.491, 22.559, 22.840], [17.689, 24.159, 22.096], [20.048, 23.325, 22.809], [19.976, 24.258, 21.237], [20.928, 22.816, 21.327], [15.796, 21.308, 22.152], [16.872, 20.912, 21.092], [16.766, 16.226, 14.744], [15.479, 16.883, 15.409], [14.207, 15.958, 15.501], [13.205, 16.687, 16.239], [12.044, 15.911, 16.553], [15.907, 17.260, 16.753], [16.544, 15.920, 13.722], [17.028, 15.378, 15.377], [17.595, 16.924, 14.628], [15.178, 17.795, 14.894], [14.538, 15.081, 16.057], [13.831, 15.524, 14.575], [11.570, 15.562, 15.636], [11.377, 16.519, 17.165], [12.209, 14.993, 17.117], [16.235, 18.207, 16.627], [15.037, 17.314, 17.264], [21.186, 27.780, 23.622], [21.053, 26.294, 23.883], [22.381, 25.670, 24.372], [22.450, 24.272, 24.147], [23.546, 23.602, 24.729], [20.046, 26.164, 24.939], [21.402, 28.326, 24.541], [20.303, 28.247, 23.186], [21.981, 27.825, 22.878], [20.695, 25.740, 23.015], [22.540, 25.920, 25.421], [23.192, 26.069, 23.763], [23.589, 22.587, 24.335], [23.449, 23.538, 25.813], [24.531, 24.026, 24.533], [19.954, 25.194, 25.205], [20.468, 26.534, 25.779], [19.664, 19.149, 13.115], [20.726, 20.200, 13.285], [21.779, 19.672, 14.374], [22.765, 20.633, 14.517], [24.004, 20.143, 14.791], [21.277, 20.569, 11.981], [18.909, 19.133, 13.901], [20.122, 18.181, 12.914], [19.063, 19.390, 12.237], [20.233, 21.083, 13.689], [22.074, 18.675, 14.045], [21.319, 19.493, 15.346], [24.719, 20.857, 15.199], [24.459, 19.743, 13.885], [23.921, 19.293, 15.468], [21.515, 19.693, 11.537], [22.179, 21.006, 12.102], [16.090, 14.335, 19.131], [17.608, 14.699, 19.085], [18.511, 13.848, 20.028], [18.029, 14.057, 21.362], [18.554, 13.302, 22.421], [18.015, 14.413, 17.738], [15.907, 13.351, 18.699], [15.467, 15.029, 18.568], [15.793, 14.305, 20.180], [17.812, 15.757, 19.249], [19.578, 14.054, 19.937], [18.402, 12.802, 19.741], [17.916, 13.650, 23.233], [19.599, 13.545, 22.616], [18.452, 12.228, 22.265], [17.384, 14.980, 17.191], [18.961, 14.761, 17.669], [19.171, 23.817, 15.360], [20.429, 23.616, 16.178], [20.308, 22.648, 17.359], [19.945, 21.293, 16.930], [20.032, 20.364, 18.034], [21.459, 23.213, 15.199], [18.394, 24.303, 15.949], [18.647, 22.916, 15.041], [19.316, 24.424, 14.466], [20.804, 24.594, 16.480], [19.597, 23.014, 18.100], [21.202, 22.531, 17.973], [21.017, 20.217, 18.476], [19.780, 19.341, 17.755], [19.396, 20.566, 18.896], [21.203, 23.276, 14.224], [21.806, 22.270, 15.302], [24.995, 10.279, 22.194], [24.139, 11.538, 22.482], [22.789, 11.455, 21.800], [21.992, 12.601, 22.013], [22.320, 13.743, 21.174], [23.977, 11.579, 23.925], [24.489, 9.442, 22.676], [25.930, 10.299, 22.753], [25.197, 10.198, 21.126], [24.573, 12.480, 22.145], [22.275, 10.634, 22.301], [22.843, 11.223, 20.737], [21.736, 14.605, 21.495], [21.962, 13.509, 20.171], [23.336, 14.135, 21.224], [23.544, 10.737, 24.276], [23.324, 12.315, 24.152], [22.287, 15.074, 11.381], [22.581, 16.507, 11.825], [23.999, 16.691, 12.465], [24.115, 15.894, 13.618], [25.385, 15.827, 14.227], [22.363, 17.410, 10.645], [23.077, 14.683, 10.740], [21.294, 15.016, 10.933], [22.264, 14.370, 12.212], [21.869, 16.754, 12.612], [24.214, 17.728, 12.724], [24.752, 16.399, 11.734], [25.830, 16.750, 14.595], [26.124, 15.288, 13.634], [25.177, 15.147, 15.053], [23.167, 18.015, 10.549], [22.354, 16.863, 9.796], [28.549, 18.253, 24.124], [28.115, 18.770, 25.524], [27.765, 20.267, 25.540], [28.874, 21.190, 25.295], [29.796, 21.308, 26.339], [26.958, 18.043, 25.933], [29.208, 18.990, 23.666], [27.766, 18.194, 23.368], [29.031, 17.276, 24.105], [28.907, 18.486, 26.217], [27.306, 20.647, 26.453], [27.051, 20.405, 24.728], [30.408, 20.412, 26.444], [29.288, 21.615, 27.252], [30.547, 22.049, 26.062], [26.603, 18.465, 26.779], [26.215, 18.190, 25.264], [21.616, 12.888, 17.019], [21.827, 13.554, 15.679], [21.617, 15.094, 15.654], [20.278, 15.361, 16.020], [20.082, 16.706, 16.450], [23.079, 13.113, 15.125], [21.478, 11.807, 17.012], [20.727, 13.315, 17.482], [22.431, 13.064, 17.721], [21.058, 13.181, 15.003], [21.749, 15.494, 14.649], [22.386, 15.584, 16.252], [19.087, 16.732, 16.895], [20.065, 17.450, 15.654], [20.850, 16.996, 17.167], [23.350, 13.803, 14.439], [23.802, 13.182, 15.827], [26.374, 10.661, 16.032], [25.677, 10.836, 17.412], [25.650, 12.174, 18.120], [25.121, 13.304, 17.378], [25.082, 14.517, 18.125], [24.277, 10.552, 17.173], [27.442, 10.867, 16.102], [25.967, 11.320, 15.265], [26.257, 9.644, 15.658], [26.027, 10.092, 18.127], [26.683, 12.456, 18.325], [25.078, 12.101, 19.045], [24.758, 15.373, 17.534], [26.011, 14.757, 18.643], [24.369, 14.395, 18.941], [23.871, 11.449, 16.947], [24.137, 10.009, 16.333], [19.875, 17.005, 24.751], [21.261, 17.456, 24.220], [21.674, 18.871, 24.583], [20.755, 19.871, 24.061], [20.740, 20.036, 22.646], [22.177, 16.499, 24.797], [19.843, 16.935, 25.838], [19.582, 16.043, 24.332], [19.215, 17.789, 24.381], [21.260, 17.372, 23.133], [22.694, 19.049, 24.240], [21.657, 19.066, 25.655], [19.881, 20.676, 22.445], [20.758, 19.109, 22.072], [21.603, 20.638, 22.358], [22.337, 16.751, 25.762], [21.738, 15.592, 24.869], [29.286, 17.358, 13.910], [28.049, 18.225, 13.634], [27.803, 19.248, 14.788], [27.442, 18.605, 15.966], [27.290, 19.526, 17.043], [28.239, 18.954, 12.405], [30.122, 18.039, 14.069], [29.445, 16.648, 13.099], [29.219, 16.840, 14.867], [27.168, 17.598, 13.494], [27.007, 19.976, 14.634], [28.652, 19.931, 14.832], [26.560, 20.312, 16.849], [28.231, 20.025, 17.270], [27.008, 18.981, 17.944], [28.647, 18.406, 11.661], [28.937, 19.654, 12.610], [31.637, 18.083, 17.101], [30.847, 16.954, 17.815], [31.483, 16.500, 19.137], [32.759, 16.050, 18.956], [33.253, 15.368, 20.068], [29.517, 17.488, 18.125], [32.669, 17.752, 16.986], [31.575, 19.001, 17.685], [31.236, 18.356, 16.125], [30.765, 16.071, 17.182], [30.845, 15.706, 19.526], [31.431, 17.285, 19.891], [34.132, 14.818, 19.732], [32.571, 14.669, 20.552], [33.657, 16.011, 20.849], [29.613, 18.323, 18.684], [29.140, 17.825, 17.250], [25.194, 24.575, 21.159], [24.769, 23.104, 21.230], [23.900, 22.735, 19.958], [24.735, 22.950, 18.745], [24.011, 22.906, 17.502], [26.022, 22.387, 21.274], [24.354, 25.227, 21.399], [25.702, 24.905, 20.253], [25.882, 24.853, 21.958], [24.223, 22.905, 22.152], [23.093, 23.468, 19.990], [23.576, 21.734, 20.242], [23.199, 23.629, 17.415], [23.782, 21.892, 17.174], [24.722, 23.153, 16.714], [26.436, 22.620, 22.166], [25.718, 21.424, 21.304], [23.971, 19.950, 27.003], [24.268, 18.938, 28.136], [23.884, 17.568, 27.763], [22.487, 17.498, 27.475], [21.709, 17.451, 28.634], [25.649, 19.027, 28.441], [24.508, 20.888, 27.141], [22.922, 20.235, 26.918], [24.181, 19.593, 25.995], [23.729, 19.179, 29.052], [24.213, 16.786, 28.448], [24.324, 17.366, 26.787], [21.570, 18.425, 29.104], [22.121, 16.779, 29.388], [20.747, 17.000, 28.394], [25.899, 19.990, 28.615], [25.919, 18.472, 29.240], [24.317, 19.144, 18.979], [23.945, 18.812, 20.463], [23.075, 17.541, 20.541], [21.782, 17.825, 19.991], [20.888, 16.694, 19.914], [25.222, 18.554, 21.118], [24.999, 19.993, 18.927], [23.494, 19.424, 18.322], [24.697, 18.276, 18.439], [23.490, 19.694, 20.914], [23.007, 17.193, 21.572], [23.496, 16.662, 20.053], [20.707, 16.350, 20.933], [21.300, 15.880, 19.318], [19.989, 17.073, 19.428], [25.193, 18.151, 22.044], [25.654, 17.780, 20.635], [29.100, 19.646, 20.550], [29.696, 20.203, 19.455], [28.139, 19.137, 20.475], [29.803, 18.925, 20.967], [28.888, 20.379, 21.329], [29.173, 20.992, 19.295], [27.873, 23.419, 18.240], [27.913, 22.405, 19.166], [27.500, 22.988, 17.311], [27.174, 24.149, 18.649], [28.806, 23.961, 18.085], [27.140, 22.439, 19.735], [27.882, 15.618, 20.698], [27.348, 16.645, 19.863], [27.090, 15.088, 21.226], [28.377, 14.810, 20.160], [28.549, 16.191, 21.343], [28.053, 16.800, 19.230], [25.668, 15.910, 23.951], [24.811, 16.949, 23.506], [25.704, 15.798, 25.035], [25.395, 14.943, 23.530], [26.705, 16.126, 23.694], [23.947, 16.855, 23.912]],
  "homo_ev": -8.49,
  "homo_lumo_gap_ev": 8.8
}